The following is a DFT calculation (ωB97M-V with the def2-TZVPD basis set) of a molecular structure, C27H35BrO7P2Zn.

Each line ends with the Löwdin charge.
Positions of all 73 atoms, in Å:
C: -0.852 4.872 3.124  -0.149
C: -0.442 4.062 4.491  -0.208
C: 0.349 2.622 4.179  -0.209
O: -0.190 1.639 5.133  -0.229
C: 0.151 0.257 4.765  -0.155
C: -0.588 -0.301 3.410  -0.071
C: -2.078 -0.184 3.142  -0.430
Br: -3.337 0.634 4.472  0.739
C: -2.699 -0.750 1.695  -0.190
O: -3.921 -1.280 1.612  -0.021
C: -1.657 -0.585 0.398  0.079
C: -2.192 -0.309 -1.156  0.028
C: -3.819 -0.244 -1.436  -0.038
C: -4.497 -1.704 -1.772  -0.198
O: -4.357 -2.159 -3.034  0.033
O: -5.280 -2.536 -0.845  -0.002
C: -4.532 -3.725 -0.400  -0.241
C: -5.022 -4.511 0.984  -0.099
O: -3.433 -4.221 -0.999  0.003
C: -1.046 -0.112 -2.355  -0.055
C: -1.613 0.155 -3.871  -0.100
C: -1.869 1.910 -4.057  -0.122
C: -0.816 2.883 -3.078  -0.010
O: -0.686 2.699 -4.707  -0.248
C: 0.597 -0.186 -2.050  -0.255
P: 1.745 0.101 -3.534  0.993
C: 2.201 -1.489 -4.477  -0.276
C: 3.230 1.229 -3.165  -0.291
C: 1.102 -0.506 -0.526  -0.237
P: 2.929 -0.674 -0.043  1.108
C: 3.750 0.953 0.488  -0.357
C: 4.996 0.566 1.507  -0.159
C: 3.966 -1.717 -1.244  -0.383
C: 4.684 -2.916 -0.325  -0.146
C: -0.017 -0.704 0.695  0.002
C: 0.394 -1.030 2.270  -0.180
O: 1.388 -1.835 2.656  -0.016
H: 0.108 5.333 2.628  0.078
H: -1.571 5.768 3.420  0.092
H: -1.393 4.131 2.370  0.079
H: -1.442 3.757 5.023  0.110
H: 0.183 4.737 5.247  0.129
H: 1.497 2.848 4.355  0.135
H: 0.185 2.356 3.049  0.115
H: -0.080 -0.458 5.668  0.161
H: 1.326 0.220 4.558  0.145
H: -3.970 0.466 -2.357  0.129
H: -4.368 0.252 -0.504  0.148
H: -4.158 -5.248 1.343  0.136
H: -5.994 -5.121 0.741  -0.214
H: -5.236 -3.762 1.878  0.096
H: -2.654 -0.326 -4.103  0.110
H: -0.878 -0.148 -4.735  0.108
H: -3.047 2.309 -4.219  0.183
H: -1.054 4.040 -3.245  0.133
H: 0.306 2.551 -3.011  0.069
H: 3.300 -1.873 -4.289  0.072
H: 2.120 -1.280 -5.649  0.087
H: 1.392 -2.342 -4.270  0.094
H: 3.846 1.326 -4.183  0.095
H: 3.994 0.832 -2.372  0.007
H: 2.909 2.351 -2.912  0.088
H: 4.043 1.691 -0.371  0.095
H: 2.962 1.537 1.167  0.112
H: 4.705 -0.396 2.149  0.087
H: 5.968 0.362 0.886  0.091
H: 5.194 1.417 2.320  0.109
H: 4.877 -1.075 -1.655  0.107
H: 3.372 -2.283 -2.077  0.076
H: 4.176 -3.970 -0.539  0.108
H: 5.848 -2.922 -0.447  0.098
H: 4.449 -2.673 0.804  0.060
Zn: -7.454 -5.310 1.382  0.765

The calculation puts the energy relative to the best compared isomer or geometry (same formula, charge and spin) at 557.2 kcal per mole. The gap between HOMO and LUMO comes out at 1.34 eV. The net charge is +2. The molar mass comes out at 678.812 g mol⁻¹. Its HOMO energy is -12.015 eV. The calculation puts the LUMO energy at -10.674 eV.

=====

The following is a DFT calculation (ωB97M-V with the def2-TZVPD basis set) of a molecular structure, C41H31N3O2PTeZr.

Each line ends with the Löwdin charge.
Positions of all 80 atoms, in Å:
Zr: 0.755 0.129 0.056  1.268
N: -1.218 1.255 2.766  -0.103
P: 0.269 0.429 2.763  0.948
C: 0.128 -0.837 4.028  -0.356
C: -1.133 -1.211 4.484  -0.083
C: -1.263 -2.213 5.437  -0.066
C: -0.134 -2.848 5.931  -0.062
C: 1.128 -2.486 5.472  -0.057
C: 1.263 -1.489 4.519  -0.146
C: 1.394 1.718 3.386  -0.341
C: 1.486 2.863 2.590  -0.119
C: 2.302 3.917 2.960  -0.074
C: 3.047 3.834 4.130  -0.065
C: 2.961 2.703 4.929  -0.056
C: 2.132 1.646 4.561  -0.065
C: -2.006 1.315 1.634  -0.355
C: -3.344 1.718 1.706  0.004
C: -4.096 1.739 0.560  -0.033
C: -3.527 1.358 -0.657  -0.038
C: -2.213 0.995 -0.644  -0.123
N: -1.451 0.980 0.470  -0.029
H: -1.635 1.571 3.629  0.126
H: -2.024 -0.740 4.089  0.097
H: -2.247 -2.499 5.786  0.111
H: -0.235 -3.631 6.672  0.112
H: 2.011 -2.984 5.854  0.114
H: 2.245 -1.220 4.161  0.060
H: 0.904 2.960 1.678  0.085
H: 2.359 4.800 2.334  0.110
H: 3.693 4.654 4.420  0.112
H: 3.534 2.642 5.845  0.112
H: 2.068 0.776 5.202  0.096
H: -3.766 1.997 2.663  0.121
H: -5.135 2.042 0.604  0.122
H: -4.088 1.352 -1.580  0.117
H: -1.713 0.720 -1.565  0.114
O: -1.580 -2.749 -1.434  0.161
C: -0.597 -2.150 -1.133  -0.520
O: -0.367 -1.507 0.042  -0.301
C: 0.547 -1.977 -2.099  -0.195
C: 0.715 -2.916 -3.119  0.034
C: 1.780 -2.759 -3.952  0.039
C: 2.646 -1.658 -3.799  -0.136
C: 3.758 -1.459 -4.656  -0.014
C: 4.573 -0.385 -4.480  -0.049
C: 4.313 0.539 -3.438  -0.033
C: 3.251 0.373 -2.600  -0.016
C: 2.393 -0.735 -2.768  -0.186
N: 1.334 -0.931 -1.908  0.005
H: 0.010 -3.731 -3.203  0.133
H: 1.979 -3.479 -4.740  0.133
H: 3.941 -2.177 -5.447  0.123
H: 5.422 -0.233 -5.134  0.114
H: 4.965 1.394 -3.304  0.117
H: 3.047 1.093 -1.826  0.062
Te: 2.737 -1.648 1.163  0.948
C: 4.157 -0.144 1.528  -0.655
C: 3.976 1.101 0.936  -0.205
C: 4.871 2.142 1.126  -0.080
C: 5.989 1.928 1.926  -0.082
C: 6.182 0.689 2.527  -0.078
C: 5.271 -0.347 2.335  -0.146
H: 3.110 1.272 0.303  0.017
H: 4.701 3.102 0.654  0.110
H: 6.706 2.725 2.081  0.105
H: 7.051 0.524 3.152  0.107
H: 5.439 -1.306 2.810  0.096
C: 0.866 2.004 -1.098  -0.172
C: 0.870 3.003 -1.799  -0.098
C: 0.891 4.178 -2.626  -0.258
C: 0.421 4.124 -3.939  -0.035
C: 0.457 5.258 -4.735  -0.072
C: 0.962 6.449 -4.226  -0.073
C: 1.429 6.508 -2.919  -0.072
C: 1.395 5.377 -2.119  -0.037
H: 0.032 3.191 -4.324  0.114
H: 0.091 5.213 -5.752  0.108
H: 0.992 7.333 -4.850  0.108
H: 1.820 7.435 -2.521  0.108
H: 1.754 5.411 -1.098  0.110

The gap between HOMO and LUMO comes out at 6.32 eV. The net charge is +1. The molar mass comes out at 847.516 g mol⁻¹. Its HOMO energy is -9.729 eV. The calculation puts the LUMO energy at -3.413 eV.

=====

The following is a DFT calculation (ωB97M-V with the def2-TZVPD basis set) of a molecular structure, C28H27ClN5PSTb.

Each line ends with the Mulliken spin population.
Positions of all 64 atoms, in Å:
Tb: -0.759 -1.303 0.355  6.107
C: -3.107 -5.208 2.658  0.001
C: -2.614 -3.883 3.150  0.001
N: -2.372 -3.595 4.422  0.000
N: -2.150 -2.267 4.466  -0.002
C: -2.284 -1.680 3.231  0.002
S: -1.758 -0.213 2.696  -0.008
N: -2.668 -2.741 2.422  -0.003
N: -2.714 -2.743 0.928  0.020
H: -4.138 -5.287 2.883  0.000
H: -2.532 -5.964 3.205  0.000
H: -2.994 -5.378 1.546  -0.001
H: -1.785 -1.833 5.320  0.000
H: -2.786 -3.756 0.642  -0.004
H: -3.665 -2.392 0.618  0.001
N: -0.369 0.494 -0.794  -0.082
P: 0.236 1.778 -1.237  -0.012
C: -0.642 3.214 -0.682  -0.001
C: -1.962 3.141 -0.279  -0.001
C: -2.699 4.275 0.081  0.001
C: -2.083 5.501 0.068  0.000
C: -0.727 5.610 -0.315  0.000
C: -0.031 4.469 -0.673  0.000
C: 0.392 1.799 -3.039  -0.006
C: 0.270 2.955 -3.795  0.000
C: -0.042 2.937 -5.158  0.000
C: 0.075 1.748 -5.868  0.000
C: 0.291 0.553 -5.153  0.000
C: 0.645 0.617 -3.780  0.000
C: 1.931 1.825 -0.593  -0.004
C: 3.070 2.122 -1.388  0.000
C: 4.258 2.043 -0.803  0.000
C: 4.477 1.809 0.581  0.000
C: 3.392 1.721 1.408  0.000
C: 2.092 1.710 0.766  0.004
H: -2.471 2.147 -0.226  0.001
H: -3.716 4.155 0.310  0.000
H: -2.581 6.460 0.393  0.000
H: -0.234 6.607 -0.269  0.000
H: 0.997 4.575 -1.030  0.000
H: 0.207 3.965 -3.315  0.000
H: -0.374 3.859 -5.627  0.000
H: 0.104 1.734 -6.914  0.000
H: 0.254 -0.434 -5.656  0.000
H: 0.938 -0.334 -3.317  0.001
H: 2.812 2.420 -2.381  0.000
H: 5.215 2.043 -1.373  0.000
H: 5.441 1.781 1.030  0.000
H: 3.508 1.826 2.496  0.000
H: 1.161 1.609 1.315  0.003
Cl: 1.675 -2.849 4.621  0.000
C: 1.377 -3.037 2.974  0.000
C: 0.758 -4.212 2.475  -0.002
C: 0.503 -4.358 1.144  -0.009
C: 0.893 -3.290 0.250  -0.015
C: 0.303 -3.193 -1.020  -0.002
C: 1.619 -2.157 0.726  0.015
C: 1.893 -2.029 2.127  0.009
H: 0.413 -4.842 3.257  0.000
H: 0.071 -5.280 0.720  0.000
H: -0.191 -4.121 -1.380  0.002
H: 0.787 -2.567 -1.819  -0.006
H: 1.974 -1.377 0.025  -0.011
H: 2.415 -1.181 2.573  0.000

The gap between HOMO and LUMO (spin up / spin down) comes out at 6.80 / 6.91 eV. The net charge is +1. The molar mass comes out at 690.978 g mol⁻¹. Its HOMO energy (spin up / spin down) is -9.969 / -9.959 eV. The calculation puts the LUMO energy (spin up / spin down) at -3.164 / -3.048 eV. As for the spin multiplicity: 7. The expectation value of S² is 12.721.

=====

The following is a DFT calculation (ωB97M-V with the def2-TZVPD basis set) of C4H6BrN3O2 in the gas phase.

Each line ends with the Mulliken spin population.
Positions of all 16 atoms, in Å:
C: 0.781 1.706 -0.355  0.012
C: 0.335 -0.529 -0.166  0.019
C: -0.722 0.374 0.607  -0.015
C: -0.398 -1.445 -1.161  0.003
N: -0.263 1.675 0.414  0.017
N: 1.144 0.454 -0.807  0.009
N: -0.732 0.088 2.116  0.451
O: -1.782 0.045 2.689  0.755
O: 0.398 -0.015 2.558  0.750
Br: 1.669 3.175 -0.844  0.004
H: 0.948 -0.963 0.540  -0.003
H: -1.670 0.284 0.098  0.000
H: -0.688 -0.736 -1.896  0.000
H: -1.264 -1.951 -0.897  -0.002
H: 0.417 -2.223 -1.428  0.001
H: 1.826 0.061 -1.469  -0.001

The calculation puts the energy relative to the best compared isomer or geometry (same formula, charge and spin) at 15.9 kcal per mole. The gap between HOMO and LUMO (spin up / spin down) comes out at 8.25 / 5.80 eV. The molar mass comes out at 208.015 g mol⁻¹. Its HOMO energy (spin up / spin down) is -7.553 / -9.149 eV. The calculation puts the LUMO energy (spin up / spin down) at 0.693 / -3.345 eV. As for the spin multiplicity: 3. The expectation value of S² is 2.007.

=====

The following is a DFT calculation (ωB97M-V with the def2-TZVPD basis set) of C3H4N4O in the gas phase.

Each line ends with the Löwdin charge.
Positions of all 12 atoms, in Å:
C: -1.701 -0.387 -0.025  -0.209
C: -1.300 0.827 0.070  -0.270
C: 1.044 -0.998 0.083  -0.125
N: -1.198 -1.662 -0.107  -0.009
N: -1.040 1.955 -0.166  0.129
N: 0.123 -1.881 -0.064  -0.012
N: 1.867 -0.289 -0.513  0.000
O: 2.703 0.555 0.165  -0.023
H: -2.835 -0.529 -0.068  0.138
H: -1.162 2.625 0.725  0.141
H: 0.317 -2.834 0.216  0.163
H: 2.819 1.234 -0.475  0.076

The calculation puts the energy relative to the best compared isomer or geometry (same formula, charge and spin) at 179.1 kcal per mole. The gap between HOMO and LUMO (spin up / spin down) comes out at 7.19 / 7.04 eV. The molar mass comes out at 112.092 g mol⁻¹. Its HOMO energy (spin up / spin down) is -7.254 / -7.144 eV. The calculation puts the LUMO energy (spin up / spin down) at -0.063 / -0.106 eV.